Entry A
Here is the molecule C3H5FN2S from the Open Molecules 2025 dataset. Energies are from the ωB97M-V functional and the def2-TZVPD basis.

Cartesian coordinates (Å):
F: -1.685 -1.404 1.675
C: -0.549 -1.838 1.270
C: 0.466 -1.218 0.647
N: 0.585 0.039 0.020
C: -0.425 1.006 0.023
N: -0.544 1.969 -0.870
S: 0.874 2.134 -1.964
H: -0.296 -2.689 1.822
H: 1.374 -1.791 0.462
H: 1.169 0.054 -0.975
H: -1.251 0.737 0.654
H: 0.284 3.001 -2.764

Calculated values
- 2S+1 = 1
- structure (SMILES) = F/C=C\N/C=N\S

***

Entry B
Here is a structure of composition C3H5FN2S from the Open Molecules 2025 dataset. Energies are from the ωB97M-V functional and the def2-TZVPD basis.

Cartesian coordinates (Å):
C: -0.417 0.041 -0.186
C: 0.821 -0.733 -0.004
C: 1.205 -1.743 0.711
H: 0.904 2.773 -0.724
H: 1.473 1.568 1.103
H: -1.607 1.719 0.657
H: 2.371 -2.032 0.411
H: 0.535 -2.438 1.304
N: 0.611 2.147 0.448
N: -0.493 1.436 0.089
F: 1.838 -0.207 -0.807
S: -1.919 -0.638 -0.149

Calculated values
- 2S+1 = 1

***

It turns out entry A is the most stable, with the second structure 83.9 kcal/mol higher.

***

Entry A
Here is a cluster of 14 separate species, H31O17P in total from the Open Molecules 2025 dataset. Energies are from the ωB97M-V functional and the def2-TZVPD basis.

Cartesian coordinates (Å):
O: -1.765 -5.741 -14.751
H: -1.186 -6.478 -14.475
H: -2.376 -6.120 -15.531
H: -2.237 -5.393 -13.975
O: -6.450 -9.763 -16.278
H: -6.066 -8.917 -16.769
H: -5.815 -10.494 -16.223
H: -6.774 -9.553 -15.380
O: -7.581 -4.880 -18.420
H: -6.711 -5.165 -17.880
H: -7.537 -5.252 -19.324
H: -8.346 -5.296 -17.978
O: -2.765 -9.101 -17.083
H: -2.877 -9.801 -16.422
H: -3.086 -8.176 -16.705
H: -3.336 -9.367 -17.871
O: -4.560 -7.949 -13.096
H: -5.172 -7.724 -13.926
H: -3.893 -8.630 -13.273
H: -4.141 -7.155 -12.729
P: -4.910 -6.786 -16.679
O: -5.211 -7.960 -17.636
O: -3.341 -6.628 -16.521
O: -5.535 -7.190 -15.301
O: -5.484 -5.486 -17.235
O: -4.035 -3.824 -19.390
H: -4.679 -4.026 -18.709
H: -3.183 -4.172 -19.032
O: -7.691 -6.440 -13.960
H: -7.484 -5.627 -13.491
H: -6.920 -6.620 -14.537
O: -3.988 -6.812 -20.002
H: -4.150 -5.885 -20.246
H: -4.396 -6.905 -19.136
O: -3.923 -10.161 -19.252
H: -4.279 -10.781 -19.900
H: -4.506 -9.385 -19.276
O: -6.751 -3.748 -15.508
H: -6.468 -3.632 -14.597
H: -6.083 -4.320 -15.921
O: -2.927 -3.124 -15.724
H: -3.591 -2.439 -15.878
H: -3.288 -3.900 -16.164
O: -1.954 -5.083 -18.294
H: -1.323 -5.669 -18.728
H: -2.461 -5.673 -17.687
O: -7.232 -7.394 -19.421
H: -6.507 -7.726 -18.857
H: -6.885 -7.432 -20.322

Calculated values
- charge = +2
- 2S+1 = 1

***

Entry B
Here is a cluster of 14 separate species, H31O17P in total from the Open Molecules 2025 dataset. Energies are from the ωB97M-V functional and the def2-TZVPD basis.

Cartesian coordinates (Å):
O: -1.481 0.712 3.233
H: -2.156 1.402 3.221
H: -1.405 0.437 2.288
H: -0.679 1.064 3.635
O: 0.349 2.675 -2.188
H: 0.263 1.744 -1.880
H: -0.494 3.139 -2.195
H: 0.967 3.184 -1.649
O: 2.631 -2.205 -1.253
H: 1.981 -1.696 -0.711
H: 2.179 -2.627 -1.995
H: 3.240 -1.557 -1.628
O: -2.630 1.383 -0.639
H: -2.582 2.343 -0.697
H: -1.934 1.043 -0.032
H: -2.458 1.050 -1.537
O: 0.300 3.397 1.664
H: 0.755 2.830 0.999
H: -0.605 3.617 1.421
H: 0.316 3.002 2.541
P: 0.153 0.199 -0.078
O: -0.358 0.369 -1.518
O: -1.084 0.118 0.893
O: 0.951 1.510 0.244
O: 1.015 -1.091 0.071
O: -0.223 -3.593 0.424
H: 0.435 -2.898 0.430
H: -0.991 -3.203 0.861
O: 3.450 2.062 0.498
H: 3.698 1.811 1.389
H: 2.543 1.751 0.398
O: -1.644 -2.210 -1.705
H: -1.201 -3.010 -1.407
H: -1.070 -1.498 -1.421
O: -2.613 0.640 -3.191
H: -2.646 0.588 -4.149
H: -1.819 0.157 -2.947
O: 3.287 -0.895 1.551
H: 3.337 -0.306 2.305
H: 2.367 -0.863 1.275
O: 0.199 -1.781 3.626
H: 0.978 -2.340 3.586
H: 0.032 -1.538 2.714
O: -2.174 -2.206 1.376
H: -3.078 -2.144 1.061
H: -1.784 -1.347 1.162
O: 0.949 -1.056 -3.398
H: 0.403 -0.501 -2.833
H: 0.332 -1.661 -3.816

Calculated values
- charge = +2
- 2S+1 = 1

***

It turns out entry A is the most stable, with the second structure 37.0 kcal/mol higher.

***

Entry A
Here is a cluster of 6 separate species, C2H16NO5 in total from the Open Molecules 2025 dataset. Energies are from the ωB97M-V functional and the def2-TZVPD basis.

Cartesian coordinates (Å):
C: -1.475 -2.740 -0.584
C: -1.359 -0.657 -1.828
N: -1.259 -1.316 -0.732
H: -0.748 -3.133 0.125
H: -1.377 -3.211 -1.555
H: -2.444 -2.938 -0.129
H: -1.418 -1.241 -2.741
H: -1.617 0.398 -1.793
H: -0.775 -0.762 -0.002
H: 1.916 -0.369 -0.334
H: 1.588 -0.766 1.090
O: 1.162 -0.618 0.237
H: 0.004 1.213 1.947
H: -1.580 1.371 2.214
O: -0.871 1.297 1.561
H: 1.075 2.038 -2.405
H: 2.431 2.470 -1.894
O: 1.710 1.890 -1.694
H: 2.672 0.463 3.951
H: 3.426 -0.744 3.676
O: 2.724 -0.212 3.297
H: -0.873 2.039 -0.311
H: -1.600 3.215 -0.972
O: -1.311 2.313 -1.122

Calculated values
- charge = +1
- 2S+1 = 1

***

Entry B
Here is a cluster of 5 separate species, C2H16NO5 in total from the Open Molecules 2025 dataset. Energies are from the ωB97M-V functional and the def2-TZVPD basis.

Cartesian coordinates (Å):
C: -1.988 2.237 0.426
O: -2.682 1.560 1.475
C: -0.824 1.332 0.022
N: -0.518 0.180 0.965
H: -1.751 3.197 1.041
H: -2.497 2.551 -0.550
H: -3.642 1.786 1.700
H: -1.125 0.918 -0.979
H: 0.077 1.998 -0.246
H: 0.418 0.125 1.180
H: -0.836 -0.633 0.575
H: -1.078 0.306 1.927
H: 2.883 -0.256 2.387
H: 1.649 -0.832 3.017
O: 1.981 -0.269 2.404
H: 1.340 -3.226 -2.734
H: 1.671 -4.463 -1.803
O: 1.070 -3.752 -1.998
H: 0.777 -2.034 -1.146
H: 1.038 -2.425 0.250
O: 0.465 -1.914 -0.200
H: 1.847 0.888 -2.463
H: 0.807 1.577 -3.075
O: 0.918 1.148 -2.177

Calculated values
- charge = +1
- 2S+1 = 1

***

It turns out entry A is the most stable, with the second structure 26.8 kcal/mol higher.

***

Entry A
Here is the ion C3H6BrN2 with charge +1 from the Open Molecules 2025 dataset. Energies are from the ωB97M-V functional and the def2-TZVPD basis.

Cartesian coordinates (Å):
Br: 2.694 0.019 -0.160
C: 1.033 -0.204 0.591
C: -0.113 -1.147 0.143
N: -0.927 -0.334 -0.788
C: -0.800 0.968 -0.587
N: -0.004 1.295 0.372
H: 1.055 -0.149 1.734
H: 0.295 -2.050 -0.354
H: -0.597 -1.431 1.040
H: -1.375 -0.972 -1.413
H: -1.452 1.748 -1.110
H: 0.191 2.259 0.533

Calculated values
- charge = +1
- 2S+1 = 1
- structure (SMILES) = Br[C@@H]1CNC=[NH+]1

***

Entry B
Here is the ion C3H6BrN2 with charge +1 from the Open Molecules 2025 dataset. Energies are from the ωB97M-V functional and the def2-TZVPD basis.

Cartesian coordinates (Å):
C: -0.340 -1.589 0.390
C: -0.531 -0.097 0.615
C: 1.507 -0.227 -0.912
N: 0.508 -2.019 -0.403
N: 0.403 0.676 -0.357
Br: 3.110 -0.023 0.122
H: -1.122 -2.134 0.997
H: -1.668 0.224 0.509
H: -0.111 0.252 1.555
H: 1.595 -0.234 -1.950
H: -0.050 0.941 -1.296
H: 0.623 1.475 0.159

Calculated values
- charge = +1
- 2S+1 = 1

***

It turns out entry A is the most stable, with the second structure 60.0 kcal/mol higher.